36
Properties=species:S:1:pos:R:3:forces:R:3 method="wB97M-V/def2-TZVPD" fmax_ev_per_a=2.3 e_homo_ha=-0.4904 charge=+1 multiplicity=1
O 0.268121 1.821034 3.196254 -1.1 0.4 -0.5
C 0.066691 0.547680 2.805449 1.8 0.3 1.3
C -1.193637 0.343651 2.008401 1.0 0.7 -0.5
N -0.692801 -0.138223 0.632095 -1.0 -1.5 1.1
C -0.833500 -1.647036 0.760509 1.2 0.0 -0.6
C -1.999932 -1.897469 1.656555 -0.5 -1.8 -0.2
C -2.109080 -0.739657 2.615152 0.4 0.5 0.0
O 0.893952 -0.281758 3.090712 -0.7 -0.6 -0.2
H 1.043274 1.883988 3.772645 0.1 -0.3 -0.1
H -1.615354 1.343077 1.928779 -0.4 -0.3 -0.4
H -1.276465 0.205651 -0.121941 0.1 0.2 0.0
H 0.333607 0.045637 0.439799 -0.9 0.2 0.2
H -0.879328 -2.193460 -0.177130 -0.3 0.6 -0.3
H 0.150952 -1.941522 1.128013 -0.3 -0.1 0.7
H -2.917719 -2.095612 1.102999 -0.1 0.6 -0.3
H -1.863522 -2.895048 2.095434 0.2 0.4 0.5
H -1.734888 -1.022935 3.598987 -0.1 0.2 0.0
H -3.117262 -0.342734 2.697506 0.0 -0.1 0.1
H -0.829605 -1.061822 -2.657985 -0.2 0.5 -0.6
H -0.156608 0.288459 -2.132589 -0.3 -0.1 -0.9
O -0.505671 -0.578874 -1.903221 0.6 -0.7 1.4
H 2.842095 0.832822 -2.493741 -0.1 0.1 -0.4
H 2.378495 1.380548 -3.850543 0.1 -0.1 -0.1
O 2.708758 1.653473 -2.992826 0.0 0.4 0.3
H 0.181507 2.868260 0.796398 0.0 0.1 -0.1
H -0.267691 2.900050 -0.686126 0.2 0.2 0.1
O -0.109499 2.316009 0.061656 -0.1 0.0 0.0
H 1.454032 -1.088836 -2.298098 0.2 -0.6 0.3
H 2.973691 -1.613128 -2.028402 -0.2 -0.8 -0.2
O 2.378631 -0.879372 -2.122263 0.3 1.0 0.1
H 2.336058 -0.690910 1.358911 -0.2 -0.3 1.1
H 2.671764 -0.099634 0.058409 -0.4 0.2 -0.7
O 1.908764 -0.272572 0.620849 1.0 0.2 -0.5
H -1.090102 1.731311 -4.343013 0.0 0.3 0.4
H -0.625050 0.391942 -4.705611 0.2 -0.2 0.3
O -0.772694 0.927000 -3.912017 -0.2 0.4 -1.3



39
Properties=species:S:1:pos:R:3:forces:R:3 method="wB97M-V/def2-TZVPD" fmax_ev_per_a=3.1 e_homo_ha="-0.4038 / -0.3883" charge=+1 multiplicity=1
Rh 0.026442 0.334856 0.040062 -0.1 -2.9 0.9
Cl 4.981804 -0.245866 0.474589 0.1 0.0 0.0
C 3.813943 -0.161631 1.716468 -0.8 0.0 -0.3
C 4.198934 -0.109601 3.056844 0.0 0.0 0.5
C 3.270963 -0.045759 4.070729 0.2 -0.1 -0.4
Cl 3.800872 0.024195 5.700300 0.1 0.0 0.2
C 1.883422 -0.026137 3.780534 0.0 0.0 -0.1
C 0.861081 0.032907 4.740287 -0.3 0.0 -0.3
C -0.451290 0.068791 4.315151 0.3 0.0 0.5
C -0.742884 0.064910 2.958245 0.0 -0.1 -0.5
N 0.202226 0.027719 2.024009 0.0 0.2 0.8
C 1.507660 -0.045223 2.421717 0.2 -0.1 -0.2
C 2.455731 -0.129201 1.358298 0.5 0.0 0.6
O 2.020597 -0.169352 0.135963 -0.5 0.6 -0.5
H 5.250742 -0.124035 3.305874 0.0 0.0 0.0
H 1.109815 0.045191 5.791483 0.0 0.0 0.0
H -1.253767 0.114613 5.036074 -0.1 0.0 -0.1
H -1.766777 0.085839 2.609879 0.0 0.1 0.0
C -3.972420 -1.562656 -0.770472 0.0 0.0 -0.1
C -2.758285 -0.779455 -0.403971 1.0 -1.3 -0.2
N -1.569253 -1.314621 -0.420377 0.3 1.7 0.6
O -1.517258 -2.610112 -0.845432 0.1 -0.4 -0.2
C -2.822915 0.580805 0.008060 0.4 1.1 0.3
C -4.071785 1.371203 0.186946 -0.2 0.0 -0.1
N -1.656469 1.163868 0.228798 -1.6 0.5 -0.3
O -1.510112 2.336434 0.594726 0.3 0.4 0.1
H -3.713797 -2.337006 -1.488083 0.0 0.0 0.0
H -4.737469 -0.916981 -1.192857 0.0 0.0 0.0
H -4.378632 -2.058780 0.113450 0.0 0.0 0.0
H -0.599215 -2.896308 -0.766302 0.1 0.1 0.1
H -4.875263 0.752292 0.581244 0.0 0.0 0.0
H -4.410723 1.793169 -0.763169 0.0 0.0 0.0
H -3.880833 2.204174 0.859580 0.0 0.0 0.0
Cl -1.562455 0.595811 -5.029276 0.2 0.0 0.1
C 0.069293 0.214599 -4.427733 -0.1 -0.2 -1.0
Cl 0.416091 -1.515774 -4.660790 0.0 0.2 0.1
Cl 1.281731 1.208805 -5.243098 -0.2 -0.1 0.3
C 0.081296 0.461351 -3.001241 0.0 0.3 0.4
N 0.042829 0.604018 -1.870967 0.2 0.0 -1.4



12
Properties=species:S:1:pos:R:3:forces:R:3 method="wB97M-V/def2-TZVPD" fmax_ev_per_a=4.9 e_homo_ha=-0.3263 charge=0 multiplicity=1
C 0.373246 -0.800663 0.920090 -1.1 -0.4 2.6
C -0.638388 0.158789 0.326307 3.5 1.9 -1.4
H 0.577955 -1.299626 -1.596308 3.5 1.8 2.5
H 2.432403 -1.264449 -1.125959 -2.6 1.2 -1.1
H 0.114044 -1.074067 1.949880 0.2 -0.1 -0.2
H -0.529437 2.257439 -0.316737 0.5 -2.4 0.7
H 1.800512 0.826820 -0.312289 -1.3 2.1 0.4
N 1.464256 -0.787726 -0.923438 1.5 -3.8 -2.6
N 1.421754 -1.311955 0.425064 -2.3 1.2 -0.6
N -0.045403 1.377579 0.056605 -0.2 1.7 -0.4
O 1.362442 1.714633 0.072586 -0.7 -2.9 -0.1
S -2.099276 -0.266077 -0.222829 -1.0 -0.3 0.3



83
Properties=species:S:1:pos:R:3:forces:R:3 method="wB97M-V/def2-TZVPD" fmax_ev_per_a=0.2 e_homo_ha=-0.0618 charge=-2 multiplicity=1
Na 1.592115 -0.331946 0.677010 0.1 0.2 0.0
C -1.919584 2.407515 2.570346 0.0 0.0 0.0
C -1.040342 1.412277 2.100089 0.0 0.0 0.0
N -0.254391 1.580948 1.066737 0.0 0.0 0.0
C -0.271239 2.762698 0.403611 0.0 0.0 0.0
C -1.098448 3.836025 0.816383 0.0 0.0 0.0
C -1.939775 3.611694 1.929979 0.0 0.0 0.0
C -1.065476 5.077512 0.133376 0.0 0.0 0.0
C -0.203730 5.216732 -0.922276 0.0 0.0 0.0
C 0.606372 4.166091 -1.371248 0.0 0.0 0.0
C 0.601124 2.901188 -0.763029 -0.1 0.0 0.0
N 1.352127 1.840099 -1.090535 0.0 -0.1 0.0
C 1.939563 1.667353 -2.288357 0.1 0.0 0.0
C 1.530223 2.190891 -3.521479 0.0 0.0 0.0
C 2.200307 1.897648 -4.718547 0.0 0.0 0.0
C 3.312072 1.100478 -4.756301 0.0 0.0 0.0
C 3.767871 0.516873 -3.546912 0.0 0.0 0.0
C 4.907082 -0.317620 -3.489389 0.0 0.0 0.0
C 5.288361 -0.869997 -2.301879 0.0 0.0 0.0
C 4.505245 -0.612483 -1.157640 0.0 -0.1 0.0
N 3.449050 0.158217 -1.173762 0.0 0.0 0.0
C 3.079754 0.752822 -2.333776 -0.1 0.1 0.1
H -2.556051 2.207272 3.423061 0.0 0.0 0.0
H -0.983733 0.441027 2.581561 0.0 0.0 0.0
H -2.595968 4.411365 2.259067 0.0 0.0 0.0
H -1.703878 5.888855 0.463038 0.0 0.0 0.0
H -0.143065 6.169541 -1.440048 0.0 0.0 0.0
H 1.278061 4.347196 -2.197790 0.0 0.0 0.0
H 0.658870 2.829257 -3.558209 0.0 0.0 0.0
H 1.821060 2.329882 -5.639638 0.0 0.0 0.0
H 3.839208 0.898847 -5.681690 0.0 0.0 0.0
H 5.461807 -0.511208 -4.402298 0.0 0.0 0.0
H 6.157008 -1.512519 -2.228069 0.0 0.0 0.0
H 4.736670 -1.088984 -0.210813 0.0 0.0 0.0
C -3.197961 0.626827 -0.530370 -0.1 0.0 0.0
N -2.227083 -0.089895 -1.346020 0.0 0.0 0.0
C -1.770100 0.672038 -2.489359 0.0 0.0 0.0
C -1.280033 -0.906943 -0.726126 -0.1 -0.1 0.2
N -0.054160 -1.017050 -1.050520 0.0 0.0 -0.1
N -1.849176 -1.704788 0.266820 0.2 0.1 -0.1
C -1.219501 -2.179522 1.403825 0.1 0.1 -0.1
N -1.955810 -3.184015 2.001201 -0.1 -0.1 0.1
N -0.098616 -1.712355 1.818383 -0.2 -0.1 -0.1
H -4.054907 0.884621 -1.157558 0.0 0.0 0.0
H -2.779081 1.552152 -0.116855 0.0 0.0 0.0
H -3.554234 0.002010 0.283837 0.0 0.0 0.0
H -2.644177 1.069266 -3.008755 0.0 0.0 0.0
H -1.224427 0.026350 -3.177522 0.0 0.0 0.0
H -1.120078 1.510160 -2.209897 0.0 0.0 0.0
H 0.222237 -0.260018 -1.667959 0.0 0.0 0.0
H -2.831457 -1.947762 0.183857 -0.1 0.0 0.0
H -2.957853 -3.196899 1.807546 0.1 0.0 0.0
H -1.738455 -3.330204 2.972725 0.0 0.0 0.0
H 0.207417 -2.202386 2.653414 0.0 0.0 0.0
O 3.251773 -2.060346 1.437333 0.0 0.0 0.0
N 3.979021 -1.807364 2.419660 0.0 0.0 0.0
N 3.798425 -0.621749 2.935235 0.0 0.0 0.0
O 2.943883 0.253885 2.494609 0.0 0.0 0.1
C 4.605650 -0.292371 4.050273 0.0 0.0 0.0
C 5.534482 -1.181061 4.598929 0.0 0.0 0.0
C 6.289895 -0.791209 5.690626 0.0 0.0 0.0
C 6.139061 0.473347 6.252245 0.0 0.0 0.0
C 5.213995 1.347094 5.700779 0.0 0.0 0.0
C 4.447249 0.973640 4.605946 0.0 0.0 0.0
H 5.648357 -2.161240 4.162254 0.0 0.0 0.0
H 7.007506 -1.486971 6.110411 0.0 0.0 0.0
H 6.734941 0.768815 7.107387 0.0 0.0 0.0
H 5.082898 2.335762 6.125201 0.0 0.0 0.0
H 3.718581 1.628942 4.151926 0.0 0.0 0.0
I -11.503434 -1.071803 0.277429 0.0 0.0 0.0
C -9.519378 -1.634848 0.671511 0.0 0.0 0.0
C -9.235630 -2.354724 1.821778 0.0 0.0 0.0
C -7.920556 -2.722086 2.072733 0.0 0.0 0.0
C -6.902172 -2.379997 1.192402 0.0 0.0 0.0
C -7.214202 -1.659206 0.046880 0.0 0.0 0.0
C -8.522442 -1.279604 -0.222987 0.0 0.0 0.0
C -5.454429 -2.792173 1.488843 0.0 -0.1 0.0
O -5.260825 -3.423222 2.541634 0.0 0.0 0.0
O -4.608420 -2.451424 0.626203 0.0 0.1 -0.1
H -10.026109 -2.622216 2.510523 0.0 0.0 0.0
H -7.651799 -3.280245 2.960266 0.0 0.0 0.0
H -6.406105 -1.403907 -0.626463 0.0 0.0 0.0
H -8.760273 -0.715647 -1.115162 0.0 0.0 0.0